Run one
# C4H11N2S

An isolated ion of composition C4H11N2S and charge +1 (ωB97M-V/def2-TZVPD, OMol25).

The geometry in XYZ format:
```
18
Properties=species:S:1:pos:R:3
C 0.28534 -0.60519 0.93127
C 1.52384 0.56295 -1.19406
C -0.82509 -0.22156 1.82015
C 0.21108 -0.08969 -0.84008
N 1.32037 -1.12308 1.39563
N -0.89273 0.84288 -0.91171
S -2.46649 -0.77885 1.06063
H 2.39035 -0.13668 -1.15734
H 1.69183 1.20916 -0.39948
H 1.48942 1.17164 -2.14157
H -0.81897 0.94840 1.94790
H -0.65384 -0.81247 2.77407
H 0.26366 -0.92939 -1.48674
H 2.20261 -1.18606 0.81691
H -1.13121 0.86460 -1.90630
H -0.67855 1.79119 -0.77110
H -1.73114 0.38540 -0.42982
H -2.18048 -1.89324 0.49165
```

## Properties
LUMO energy (eV): -3.371
Total charge: +1
SMILES: [H]/N=C(/CS)[C@H](C)[NH3+]

Atom charges from the natural (NBO) analysis, given in e for atoms 1 to 8: 0.303, -0.643, -0.591, -0.132, -0.579, -0.729, 0.022, 0.253

=====

Run two
# C4H11N2S

A 2-piece molecular cluster, C4H11N2S overall (ωB97M-V/def2-TZVPD, OMol25).

The geometry in XYZ format:
```
18
Properties=species:S:1:pos:R:3
C 2.33210 0.48532 -0.25496
C -1.64997 -1.61516 -0.06244
C -2.18414 -0.22541 -0.08005
C -1.21513 0.72860 0.21372
N 3.00698 -0.32488 -1.04031
N 2.73778 1.70038 -0.02138
S -1.44084 2.39372 0.37856
H -0.77550 -1.61346 -0.71982
H -1.13731 -1.82904 0.93991
H -2.26699 -2.37740 -0.45275
H -2.51777 -0.05561 -1.06597
H -3.00880 0.02798 0.48776
H -0.25651 0.43588 0.30752
H 2.54125 -1.17435 -1.37699
H 3.99962 -0.33357 -1.42539
H 2.30065 2.40583 0.56564
H 3.55499 2.08575 -0.37574
H -2.79113 2.33406 0.20667
```

## Properties
LUMO energy (eV): -5.987
Total charge: +1

Atom charges from the natural (NBO) analysis, given in e for atoms 1 to 8: 0.113, -0.602, -0.560, 0.038, -0.809, -0.784, 0.405, 0.224

=====

Run three
# C4H11N2S

An isolated ion of composition C4H11N2S and charge +1 (ωB97M-V/def2-TZVPD, OMol25).

The geometry in XYZ format:
```
18
Properties=species:S:1:pos:R:3
C 0.14814 0.60582 0.27246
C -1.13277 0.47688 -0.48703
C 1.48191 -1.29286 -0.27883
C 0.80667 -1.10953 2.03210
N 0.81340 -0.66352 0.60725
N -1.41470 1.36502 -1.58434
S 1.46206 -0.77334 -1.86557
H 0.85216 1.20091 -0.38061
H -0.08024 1.14600 1.07334
H -1.20966 -0.51982 -0.92612
H -1.93765 0.59143 0.21996
H 2.31568 -1.98496 -0.00263
H 1.51448 -0.70063 2.76055
H -0.22898 -0.90458 2.40700
H 0.80738 -2.19210 1.99974
H -2.14641 1.09514 -2.11560
H -1.44200 2.45448 -1.39355
H -0.60947 1.20565 -2.33813
```

## Properties
LUMO energy (eV): -3.739
Total charge: +1
SMILES: CN(C=S)CC[NH3+]

Atom charges from the natural (NBO) analysis, given in e for atoms 1 to 8: -0.235, -0.251, -0.024, -0.421, -0.366, -0.672, -0.242, 0.234

=====

Among the structures shown above, run three is the most stable, with the second-best lying 0.0258 hartree higher.